Arrangement a

# C2H2FOYb

A structure of composition C2H2FOYb (ωB97M-V/def2-TZVPD, the OMol25 dataset).

## Properties
<S²>: 0.7518
2S+1: 2
orbital gap (spin up / spin down): 6.87 / 4.56 eV

Last column: Löwdin spin population.
CARTESIAN COORDINATES (ANGSTROEM)
C: -0.08924 0.20402 0.18618  0.00
C: 0.87057 -0.65786 0.02676  0.00
O: -0.49261 1.36426 -0.11049  0.00
H: 0.60191 -1.71083 -0.09317  0.00
H: -1.97066 1.01331 -0.19215  0.00
Yb: 3.26490 -0.05256 0.11808  1.00
F: -2.18487 -0.16035 0.06479  0.00

=====

Arrangement b

# C2H2FOYb

A structure of composition C2H2FOYb (ωB97M-V/def2-TZVPD, the OMol25 dataset).

## Properties
<S²>: 0.7509
2S+1: 2
orbital gap (spin up / spin down): 5.77 / 7.27 eV

Last column: Löwdin spin population.
CARTESIAN COORDINATES (ANGSTROEM)
C: -0.82304 0.20335 -0.23009  0.01
C: 0.18663 -0.67521 -0.40857  0.02
O: 0.94555 -0.74233 0.67772  0.09
H: -1.87643 0.15078 -0.48424  0.00
F: -0.42263 1.44288 0.28984  0.06
H: -0.02277 -1.60357 -0.95748  0.00
Yb: 2.01270 1.22410 1.11281  0.83

=====

Which one is most stable, and which one is least stable? arrangement b is the most stable of them, while arrangement a is the least stable.

=====

Arrangement a

# C7H15NO

An isolated molecule of C7H15NO (ωB97M-V/def2-TZVPD, the OMol25 dataset).

## Properties
orbital gap: 9.04 eV

Last column: Löwdin charge in e.
CARTESIAN COORDINATES (ANGSTROEM)
C: -1.70841 1.09899 1.21328  0.05
C: -1.42313 0.59541 0.01584  -0.28
C: -2.28426 0.86729 -1.18039  -0.06
N: -0.10689 -0.24944 -0.35168  -0.11
C: -0.33863 -1.63009 -0.69789  -0.08
C: 1.07164 0.20169 0.25450  -0.61
C: 2.27679 -0.51058 -0.81505  0.01
C: 1.36630 -0.27454 1.67310  -0.02
O: 1.29256 1.55820 0.14490  0.01
H: -2.63661 1.62831 1.38370  0.06
H: -1.20317 0.83348 2.12893  0.05
H: -3.02358 1.63962 -0.96304  0.08
H: -2.82393 -0.02094 -1.51241  0.08
H: -1.66773 1.21508 -2.00977  0.08
H: 0.00760 -1.85184 -1.71149  0.08
H: 0.18655 -2.29515 -0.01031  0.08
H: -1.40429 -1.84360 -0.65366  0.09
H: 3.16668 0.06921 -0.59299  0.06
H: 2.00491 -0.37577 -1.85601  0.06
H: 2.42258 -1.55581 -0.56776  0.05
H: 2.40302 -0.05098 1.91558  0.08
H: 1.20414 -1.34365 1.77135  0.07
H: 0.76371 0.26924 2.39574  0.06
H: 0.45417 2.02586 0.02553  0.09

=====

Arrangement b

# C7H15NO

An isolated molecule of C7H15NO (ωB97M-V/def2-TZVPD, the OMol25 dataset).

## Properties
orbital gap: 7.38 eV

Last column: Löwdin charge in e.
CARTESIAN COORDINATES (ANGSTROEM)
C: -2.22161 0.74716 -0.06752  -0.13
C: -1.81275 -0.56414 -0.71046  -0.43
N: -1.05268 1.47821 0.47711  -0.01
C: -2.54318 -1.66810 -0.57406  0.07
O: -0.71489 -0.52235 -1.50692  0.01
H: -0.02803 0.07310 -1.09032  0.06
H: -0.18318 1.56354 -0.25675  0.15
H: -1.33112 2.35035 0.92202  0.13
H: -2.69692 1.38209 -0.82251  0.13
H: -2.94291 0.56235 0.72919  0.12
H: -3.44855 -1.67150 0.01344  0.06
H: -2.24265 -2.58506 -1.05775  0.07
C: 1.99841 -0.61276 0.31911  -0.33
C: 2.90682 -0.51680 -0.90791  -0.13
C: 1.23214 0.67644 0.55066  -0.29
C: 0.07602 0.65781 1.46911  -0.12
H: 1.29796 -1.44457 0.18716  0.10
H: 2.61805 -0.87170 1.19048  0.09
H: 1.91798 1.50112 0.75961  0.07
H: 2.32636 -0.28806 -1.80329  0.06
H: 3.64157 0.28178 -0.78118  0.07
H: 3.44378 -1.45080 -1.08158  0.06
H: -0.35691 -0.32246 1.65490  0.10
H: 0.11629 1.24434 2.38746  0.09

=====

Which one is most stable, and which one is least stable? arrangement a is the most stable of them, while arrangement b is the least stable.

=====

Arrangement a

# C7H15NO

A cluster of 2 separate species, C7H15NO in total (ωB97M-V/def2-TZVPD, the OMol25 dataset).

## Properties
orbital gap: 9.97 eV

Last column: Löwdin charge in e.
CARTESIAN COORDINATES (ANGSTROEM)
C: -1.34075 -1.78068 0.28929  0.01
C: -0.90269 -0.67854 0.87387  -0.14
C: -0.79718 0.65982 0.17599  -0.56
C: -2.13125 1.38802 0.37712  -0.02
O: -0.63242 0.50891 -1.22287  -0.04
C: 0.38036 1.51896 0.77163  -0.21
N: 1.38574 1.93772 -0.18043  0.01
H: -1.43787 -2.70898 0.82109  0.06
H: -1.62362 -1.78928 -0.75108  0.07
H: -0.64912 -0.66996 1.92511  0.11
H: -2.09967 2.35249 -0.12203  0.09
H: -2.32586 1.53338 1.43626  0.09
H: -2.93354 0.79774 -0.05751  0.09
H: 0.04089 -0.16692 -1.37864  0.04
H: 0.88692 0.95660 1.56115  0.10
H: -0.03573 2.42626 1.21948  0.11
H: 0.93438 2.39260 -0.97036  0.08
H: 1.89110 1.13306 -0.54220  0.04
C: 1.97646 -1.69012 -0.05083  -0.06
C: 1.80989 -1.57010 -1.35363  -0.09
H: 1.47967 -2.45689 0.51664  0.05
H: 2.62397 -1.03242 0.50734  0.06
H: 2.32478 -0.82042 -1.93486  0.06
H: 1.17550 -2.24126 -1.91061  0.06

=====

Arrangement b

# C7H15NO

A cluster of 2 separate species, C7H15NO in total (ωB97M-V/def2-TZVPD, the OMol25 dataset).

## Properties
orbital gap: 10.29 eV

Last column: Löwdin charge in e.
CARTESIAN COORDINATES (ANGSTROEM)
C: -0.34596 -0.25201 2.89781  -0.04
C: -0.33147 -0.34734 1.35615  -0.61
C: 0.15026 -1.73723 0.93211  -0.04
N: -1.62242 -0.06414 0.75587  0.07
C: 0.66632 0.75505 0.90024  -0.21
O: 0.34742 1.89776 0.69561  0.06
H: -0.70102 0.72777 3.21479  0.09
H: -1.01257 -1.01357 3.30213  0.08
H: 0.65004 -0.40601 3.30837  0.08
H: -0.55990 -2.49129 1.26697  0.09
H: 1.12846 -1.95395 1.35623  0.08
H: 0.21862 -1.79132 -0.15092  0.06
H: -2.37854 -0.48063 1.28680  0.08
H: -1.76575 0.94065 0.70923  0.08
H: 1.71869 0.45809 1.05950  0.14
C: 0.91347 -0.62296 -2.81134  -0.01
C: 0.19454 0.29764 -2.19440  -0.25
C: 0.18990 1.74717 -2.54248  -0.10
H: 0.84306 -1.67149 -2.56830  0.04
H: 1.62095 -0.36778 -3.58583  0.05
H: -0.45884 0.01474 -1.33896  0.07
H: -0.79319 2.05094 -2.90248  0.08
H: 0.39088 2.33496 -1.64690  0.05
H: 0.93705 1.97495 -3.30019  0.07

=====

Which one is most stable, and which one is least stable? arrangement b is the most stable of them, while arrangement a is the least stable.